No. 1
{"formula": "C2H5N3S", "method": "ωB97M-V with the def2-TZVPD basis set", "elements": ["C", "C", "N", "N", "N", "S", "H", "H", "H", "H", "H"], "coordinates": [[0.960, -0.280, -0.053], [0.601, -1.757, 0.240], [0.241, 0.409, 0.976], [0.714, 0.765, 1.972], [-1.094, 0.527, 0.767], [1.173, -2.356, 1.624], [0.624, -0.093, -1.132], [2.007, -0.146, 0.225], [-0.095, -2.243, -0.354], [-1.668, 1.228, 1.251], [-1.674, -0.095, 0.145]], "homo_energy_ev": -8.094, "lumo_energy_ev": -0.7, "multiplicity": 1, "total_charge": 0, "orbital_gap_ev": 7.36}

=====

No. 2
{"formula": "C2H5N3S2", "method": "ωB97M-V with the def2-TZVPD basis set", "elements": ["N", "N", "C", "N", "S", "C", "S", "H", "H", "H", "H", "H"], "coordinates": [[0.159, -1.088, -1.440], [1.556, -0.771, -1.028], [1.714, -0.089, 0.000], [0.774, 0.383, 1.209], [-0.750, -0.343, 1.495], [-2.156, 0.704, 0.829], [-1.852, 1.613, -0.614], [-0.454, -0.225, -1.688], [0.081, -1.732, -2.420], [2.854, 0.371, 0.379], [1.032, 1.015, 2.028], [-2.957, 0.162, 1.249]], "homo_energy_ev": -8.671, "lumo_energy_ev": -1.1, "multiplicity": 1, "total_charge": 0, "orbital_gap_ev": 7.61, "smiles": "N/N=C\\NSC=S"}

=====

No. 3
{"formula": "C2H5N3S2", "method": "ωB97M-V with the def2-TZVPD basis set", "elements": ["C", "C", "N", "N", "N", "S", "S", "H", "H", "H", "H", "H"], "coordinates": [[1.001, -0.878, -0.212], [-0.400, -0.621, -0.822], [-0.945, 0.619, -0.293], [1.663, 0.113, 0.170], [-1.612, 0.583, 0.917], [2.995, 0.431, 0.946], [0.029, 1.975, -0.606], [1.621, -1.747, -0.569], [-0.394, -0.624, -1.866], [-1.087, -1.544, -0.507], [-1.932, 1.487, 1.159], [-0.938, 0.205, 1.684]], "homo_energy_ev": [-8.597, -7.967], "lumo_energy_ev": [-0.9, -1.4], "multiplicity": 1, "total_charge": 0, "orbital_gap_ev": [7.70, 6.52]}

=====

No. 4
{"formula": "C2H5N3S2", "method": "ωB97M-V with the def2-TZVPD basis set", "elements": ["N", "C", "S", "N", "C", "N", "S", "H", "H", "H", "H", "H"], "coordinates": [[1.563, 1.579, 0.038], [1.642, 0.224, 0.045], [3.060, -0.612, -0.111], [0.441, -0.432, 0.171], [-0.827, 0.097, -0.017], [-1.844, -0.625, 0.210], [-3.366, 0.082, -0.132], [2.458, 2.064, 0.020], [0.817, 2.010, 0.564], [0.531, -1.423, 0.246], [-0.826, 1.160, -0.395], [-4.081, -0.892, 0.354]], "homo_energy_ev": -8.493, "lumo_energy_ev": 0.3, "multiplicity": 1, "total_charge": 0, "orbital_gap_ev": 8.80, "smiles": "NC(=S)N/C=N/S"}

=====

No. 5
{"formula": "C2H5N3S2", "method": "ωB97M-V with the def2-TZVPD basis set", "elements": ["C", "C", "N", "N", "N", "S", "S", "H", "H", "H", "H", "H"], "coordinates": [[1.269, -1.328, -0.097], [1.518, -0.145, 0.374], [1.426, -2.410, -0.623], [-0.735, 1.519, -0.183], [-2.795, 0.072, 0.307], [-3.820, -1.224, 0.093], [-1.419, 0.193, -0.703], [1.414, 0.116, 1.347], [1.923, 0.544, -0.285], [0.701, -2.923, -1.082], [0.266, 1.614, -0.393], [-2.943, 0.880, 0.766]], "homo_energy_ev": [-7.867, -8.953], "lumo_energy_ev": [0.7, -1.7], "multiplicity": 3, "total_charge": 0, "orbital_gap_ev": [8.61, 7.24]}

=====

No. 6
{"formula": "C2H5N3S3", "method": "ωB97M-V with the def2-TZVPD basis set", "elements": ["N", "C", "S", "N", "S", "C", "N", "S", "H", "H", "H", "H", "H"], "coordinates": [[-0.175, 1.270, 1.944], [-0.584, -0.058, 1.674], [-0.935, -1.086, 2.947], [-0.886, -0.399, 0.387], [-1.034, 0.523, -1.026], [0.368, 0.136, -2.043], [1.226, -0.788, -1.530], [0.509, 0.752, -3.623], [-0.092, 1.948, 1.210], [0.175, 1.313, 2.891], [-1.417, -1.228, 0.140], [0.931, -1.241, -0.728], [1.914, -1.142, -2.243]], "homo_energy_ev": -8.846, "lumo_energy_ev": 0.1, "multiplicity": 1, "total_charge": 0, "orbital_gap_ev": 8.99, "smiles": "NC(=S)NSC(N)=S"}

=====

No. 7
{"formula": "C2H5N4", "method": "ωB97M-V with the def2-TZVPD basis set", "elements": ["C", "C", "N", "N", "N", "N", "H", "H", "H", "H", "H"], "coordinates": [[2.922, -0.411, -0.126], [-1.332, 0.487, 0.046], [4.074, -0.435, 0.043], [-1.180, -1.503, 0.043], [-0.325, -0.534, 0.044], [-2.216, -0.693, -0.040], [0.798, -0.416, 0.067], [-1.315, 0.850, 0.992], [-1.258, 1.142, -0.820], [5.059, -0.630, 0.321], [-3.170, -1.018, -0.217]], "homo_energy_ev": -16.178, "lumo_energy_ev": -4.7, "multiplicity": 1, "total_charge": 1, "orbital_gap_ev": 11.48}

=====

No. 8
{"formula": "C2H5N5", "method": "ωB97M-V with the def2-TZVPD basis set", "elements": ["N", "C", "C", "N", "N", "N", "N", "H", "H", "H", "H", "H"], "coordinates": [[0.868, 1.015, 0.231], [0.161, -0.064, -0.520], [-1.315, 0.056, -0.304], [-2.053, 1.122, -0.346], [-3.310, 0.857, -0.029], [-3.416, -0.377, 0.240], [-2.257, -0.978, 0.215], [0.734, 0.802, 1.296], [0.349, 1.920, 0.099], [0.638, -1.023, -0.241], [0.240, 0.046, -1.570], [-2.221, -2.001, 0.021]], "homo_energy_ev": -9.965, "lumo_energy_ev": 0.7, "multiplicity": 1, "total_charge": 0, "orbital_gap_ev": 10.62, "smiles": "NCc1nnn[nH]1"}

=====

No. 9
{"formula": "C2H5N5O", "method": "ωB97M-V with the def2-TZVPD basis set", "elements": ["H", "N", "C", "N", "C", "O", "N", "N", "N", "H", "H", "H", "H"], "coordinates": [[2.540, -1.451, -0.553], [1.639, -1.816, -0.275], [0.602, -1.034, -0.132], [-0.810, -1.393, 0.332], [-1.452, -0.347, -0.135], [-2.755, -0.133, 0.068], [-0.741, 0.713, -0.884], [0.614, 0.485, -0.474], [1.218, 1.349, 0.487], [-3.185, -1.007, 0.507], [-1.161, 1.619, -0.638], [1.412, 1.037, 1.442], [2.079, 1.980, 0.256]], "homo_energy_ev": -8.891, "lumo_energy_ev": 0.5, "multiplicity": 1, "total_charge": 0, "orbital_gap_ev": 9.42, "smiles": "[H]/N=c1/nc(O)[nH]n1N"}

=====

No. 10
{"formula": "C2H5N5O", "method": "ωB97M-V with the def2-TZVPD basis set", "elements": ["H", "N", "C", "C", "O", "N", "N", "N", "N", "H", "H", "H", "H"], "coordinates": [[0.355, 2.488, -0.153], [0.888, 1.652, -0.223], [0.302, 0.475, -0.075], [1.352, -0.645, 0.145], [2.574, -0.295, 0.215], [0.905, -1.884, 0.073], [-0.457, -1.730, -0.197], [-0.796, -0.218, -0.028], [-2.185, 0.044, 0.254], [2.553, 0.778, 0.108], [-0.901, -1.945, -1.132], [-2.266, 0.996, -0.237], [-2.323, 0.283, 1.251]], "homo_energy_ev": -8.543, "lumo_energy_ev": 0.4, "multiplicity": 1, "total_charge": 0, "orbital_gap_ev": 8.97, "smiles": "[H]/N=c1/c(O)n[nH]n1N"}

=====

No. 11
{"formula": "C2H5N5O", "method": "ωB97M-V with the def2-TZVPD basis set", "elements": ["C", "N", "N", "C", "N", "N", "N", "O", "H", "H", "H", "H", "H"], "coordinates": [[-1.136, 1.282, -1.440], [-0.208, 0.016, -1.092], [0.743, 0.553, -0.083], [0.775, -0.235, 0.898], [0.420, -1.458, 0.986], [0.644, -1.936, 2.276], [1.185, -1.048, 2.927], [1.270, 0.051, 2.137], [-1.872, 1.543, -0.620], [-1.760, 1.136, -2.253], [-0.578, 2.288, -1.838], [0.299, -0.067, -1.941], [0.217, -2.127, 0.043]], "homo_energy_ev": -9.281, "lumo_energy_ev": 0.7, "multiplicity": 1, "total_charge": 0, "orbital_gap_ev": 9.95, "smiles": "CN/N=c1\\[nH]nno1"}

=====

No. 12
{"formula": "C2H5N5O", "method": "ωB97M-V with the def2-TZVPD basis set", "elements": ["N", "N", "C", "N", "N", "C", "N", "O", "H", "H", "H", "H", "H"], "coordinates": [[2.553, -0.685, -0.367], [2.013, 0.467, -0.095], [0.748, 0.481, 0.436], [-0.073, 1.601, 0.298], [-1.372, 1.205, -0.260], [-1.402, -0.006, -0.117], [-2.567, -0.822, -0.226], [-0.294, -0.641, 0.737], [3.713, -0.732, -0.421], [2.316, -1.516, 0.273], [0.380, 2.382, -0.111], [-3.566, -0.297, -0.715], [-2.451, -1.438, 0.568]], "homo_energy_ev": -7.716, "lumo_energy_ev": 0.6, "multiplicity": 1, "total_charge": 0, "orbital_gap_ev": 8.29, "smiles": "N/N=c1/[nH]nc(N)o1"}